1.
Below is a gas-phase ion, C5H10N (charge +1) at a distorted geometry, with properties calculated with ωB97M-V with the def2-TZVPD basis set.

Output
Charge: +1
Structure (SMILES): C[C@@H]1C/C1=C/[NH3+]
Energy relative to the best compared isomer or geometry (same formula, charge and spin) (kJ/mol): 244.0
HOMO level (Eh): -0.540
Electronic energy (a.u.): -250.912353
Kohn-Sham gap (Ha): 0.404

Cartesian coordinates (Å):
H1 2.179976 0.812797 -0.701906
H2 -2.412122 0.324897 0.876804
H3 0.995477 -0.491516 1.732486
H4 -3.225687 -0.056668 -0.601518
C1 1.623071 1.048718 0.216769
C2 1.330430 -1.546974 -0.049692
H5 2.015851 -1.533458 -0.981403
H6 0.735613 1.574813 0.086067
H7 1.344646 -2.511803 0.356705
H8 -2.123239 1.090364 -0.531495
N1 -2.395866 0.249431 -0.119423
H9 2.188611 1.510935 1.029389
C3 -1.365722 -0.799591 -0.548345
H10 -1.744256 -1.574508 -1.221913
C4 1.003596 -0.277855 0.728630
C5 -0.086523 -0.855848 -0.093194

Atoms 1-3, force components in eV/Å:
H -0.2 0.7 0.4
H -0.6 0.0 0.9
H -0.4 0.1 2.5

2.
Below is a gas-phase ion, C3H3O2S (charge -1) at a distorted geometry, with properties calculated with ωB97M-V with the def2-TZVPD basis set.

Output
Charge: -1
Energy relative to the best compared isomer or geometry (same formula, charge and spin) (kJ/mol): 503.7
HOMO level (spin up / spin down) (Eh): -0.119 / -0.119
Electronic energy (a.u.): -664.643531
Kohn-Sham gap (spin up / spin down) (Ha): 0.246 / 0.246

Cartesian coordinates (Å):
C1 -0.517280 -0.465462 -0.735181
O1 -3.110048 -0.500568 -0.766997
O2 -1.706213 0.067893 -2.846267
H1 2.260524 -0.494962 0.774259
C2 0.243686 0.188125 0.355077
H2 1.334769 -0.357692 2.243090
H3 2.046397 1.111729 1.259845
S1 -2.039133 0.310238 -1.428768
C3 1.487298 0.140699 1.144943

Atoms 1-3, force components in eV/Å:
C 5.6 5.3 8.9
O 0.5 0.3 -1.0
O -0.9 -0.2 -0.6

3.
Below is a single C6H16N2 molecule at a distorted geometry, with properties calculated with ωB97M-V with the def2-TZVPD basis set.

Output
Charge: 0
Structure (SMILES): CC[C@@H](CNC)NC
Energy relative to the best compared isomer or geometry (same formula, charge and spin) (kJ/mol): 174.6
HOMO level (Eh): -0.307
Electronic energy (a.u.): -347.658319
Kohn-Sham gap (Ha): 0.349

Cartesian coordinates (Å):
H1 0.834202 -1.748376 0.630348
H2 2.947922 -0.833851 2.005506
H3 -0.789352 0.338843 -2.977991
N1 2.206544 -0.171054 0.099264
H4 -2.261942 -0.645230 0.357652
C1 0.905806 -0.657527 0.560781
C2 3.202279 -0.172248 1.170216
H5 -0.007310 0.934038 -0.666709
H6 -1.788429 1.937943 1.828501
H7 3.523353 0.801175 1.534078
C3 -0.294982 -0.029765 -0.215288
C4 -1.521302 0.099540 0.671630
H8 -1.840808 2.251239 0.142499
H9 -3.195683 1.554664 0.990537
N2 -0.582127 -0.986764 -1.279451
C5 -1.301754 -0.477992 -2.432881
H10 -2.316199 -0.122904 -2.254955
H11 0.741721 -0.402028 1.612776
H12 -1.434053 -0.240898 1.711595
H13 4.061200 -0.765618 0.818482
H14 0.191395 -1.526070 -1.623824
H15 -1.342145 -1.311100 -3.140375
H16 2.167287 0.680548 -0.424598
C6 -2.105612 1.493446 0.882201

Atoms 1-3, force components in eV/Å:
H 0.1 -0.1 -0.8
H -0.8 0.5 0.1
H 0.1 0.0 0.3

4.
Below is 2 unconnected molecules or ions with the total composition H4S4, with properties calculated with ωB97M-V with the def2-TZVPD basis set.

Output
Charge: 0
Structure (SMILES): SS.SS
Energy relative to the best compared isomer or geometry (same formula, charge and spin) (kJ/mol): 58.2
HOMO level (Eh): -0.318
Electronic energy (a.u.): -1595.104365
Kohn-Sham gap (Ha): 0.317

Cartesian coordinates (Å):
H1 -2.269013 1.206482 -0.853576
S1 3.014219 1.258573 1.133116
H2 2.128173 2.203173 0.792926
S2 1.874702 -0.343729 0.381433
H3 0.725172 0.325397 0.542979
S3 -2.678484 0.212407 -0.074975
S4 -2.067398 -1.309298 -1.405047
H4 -1.332237 -0.539093 -2.178853

Atoms 1-3, force components in eV/Å:
H -0.1 0.3 -0.2
S 0.0 -0.1 0.1
H 0.2 0.1 -0.1

5.
Below is a molecular structure, C14H21BrN3O3PtS at a distorted geometry, with properties calculated with ωB97M-V with the def2-TZVPD basis set.

Output
Charge: +1
Energy relative to the best compared isomer or geometry (same formula, charge and spin) (kJ/mol): 301.4
HOMO level (Eh): -0.423
Electronic energy (a.u.): -4027.303244
Kohn-Sham gap (Ha): 0.277

Cartesian coordinates (Å):
H1 -2.386405 -1.888741 -3.767542
H2 0.259116 3.429917 3.758935
H3 -3.289342 -1.543282 -2.296325
C1 4.458993 3.052414 1.000903
H4 -0.134933 -2.577380 -2.281606
H5 0.866177 4.265994 2.303331
C2 0.340087 1.916821 0.937492
H6 5.109631 3.811487 1.415195
Pt1 0.786732 0.277895 0.136230
C3 2.548703 2.443295 -0.307940
O1 -1.749352 3.120327 0.278360
H7 5.681458 1.392385 1.643113
O2 -1.208137 0.957605 -0.236296
C4 -1.037863 2.162565 0.266922
H8 3.078592 4.464664 0.133295
C5 -2.837574 -2.552814 0.723415
N1 -1.371476 -2.583242 0.659719
N2 2.805992 1.125952 -0.045046
H9 1.218098 1.915933 -1.932415
H10 -2.649137 -3.858253 -1.420918
C6 1.858101 2.736613 -1.616166
C7 -0.550295 -2.515331 -0.378437
C8 -2.950156 -2.344611 -2.953339
C9 -2.096135 -3.357747 -2.209666
H11 -3.224600 -2.249272 -0.244195
H12 -1.756747 -4.139616 -2.889749
C10 3.886240 0.779946 0.645546
O3 0.597128 2.219214 2.150245
N3 -0.888111 -2.757539 -1.634671
H13 -0.846153 3.734190 2.365278
H14 -3.095474 -1.750322 1.415379
H15 1.256001 3.645433 -1.573394
S1 1.125233 -2.079314 -0.063805
H16 -3.207825 -4.684156 0.508403
H17 -4.516314 -3.776650 1.276914
Br1 4.186157 -1.041112 0.957861
H18 -3.043567 -4.140324 2.175591
H19 -0.892383 -2.450157 1.537564
C11 -3.433705 -3.867712 1.194856
C12 3.329675 3.422815 0.280288
C13 4.781066 1.716069 1.144125
C14 0.170620 3.523713 2.683489
H20 -3.822450 -2.836134 -3.382907
H21 2.644346 2.878442 -2.358035

Atoms 1-3, force components in eV/Å:
H 0.0 0.0 0.0
H 0.0 0.0 0.0
H 0.0 0.0 0.0

6.
Below is 2 unconnected molecules or ions with the total composition C4H8O2, with properties calculated with ωB97M-V with the def2-TZVPD basis set.

Output
Charge: 0
Energy relative to the best compared isomer or geometry (same formula, charge and spin) (kJ/mol): 560.4
HOMO level (spin up / spin down) (Eh): -0.254 / -0.263
Electronic energy (a.u.): -307.498974
Kohn-Sham gap (spin up / spin down) (Ha): 0.251 / 0.268

Cartesian coordinates (Å):
C1 0.336551 0.327752 -0.691288
H1 -0.299641 -1.483592 -0.013521
C2 -1.094056 0.639800 -0.370768
C3 -0.885822 -0.156628 0.895781
C4 1.117600 0.630982 0.545284
H2 -1.715549 -0.374992 1.566873
H3 0.797033 0.330114 -1.674364
H4 1.967661 -0.047916 0.695693
H5 -1.308539 1.726980 -0.311637
O1 0.167115 -1.745462 -0.927024
H6 -1.785162 0.165408 -1.071654
H7 1.515027 1.657438 0.463402
H8 1.000011 -2.185502 -0.688358
O2 0.187769 0.515617 1.581585

Atoms 1-3, force components in eV/Å:
C 0.1 0.4 0.0
H 0.1 0.0 -0.2
C 0.1 -0.2 -0.1